Entry 1:
ORCA calculation (ωB97M-V with the def2-TZVPD basis set) on 12 unconnected molecules or ions with the total composition C27H63N2O13.

spin multiplicity: 1
charge: +1
Kohn-Sham gap: 5.883 eV
molecular weight: 623.80 g mol⁻¹
LUMO: -0.1943 Eh

The geometry in XYZ format:
```
105
Properties=species:S:1:pos:R:3:forces:R:3:lowdin_charge:R:1
C -3.79074 -1.29480 -3.20438 0.8 0.2 0.1 -0.071
C -2.67693 -2.42309 -3.57487 -2.6 1.3 0.1 -0.249
O -1.42881 -1.70716 -3.72026 0.2 -1.6 0.7 -0.212
C -0.28348 -2.58804 -3.74996 0.5 0.3 -0.4 -0.198
C -0.00478 -3.37779 -2.38611 0.4 -0.3 0.0 -0.135
C 0.34455 -2.45414 -1.14210 1.3 0.9 2.9 -0.045
C -0.37831 -1.09094 -0.82593 2.9 -2.6 1.5 0.131
N 0.01997 -0.39630 0.35708 -1.4 -1.3 -3.1 0.020
N 0.91131 -0.70726 1.28607 1.4 -3.4 -1.4 0.115
C 1.64152 -1.89759 1.09578 -0.4 -1.2 -1.5 -0.127
C 2.75324 -2.26103 2.21741 -1.8 1.3 -0.2 -0.028
C 3.92708 -1.17188 2.28579 3.0 0.3 1.8 -0.261
O 4.86388 -1.37935 3.11026 -3.5 0.4 -3.1 0.023
C 3.97983 0.17553 1.42935 -0.3 3.4 -2.3 -0.108
C 4.87662 0.33561 0.16070 -2.0 2.4 1.1 -0.006
C 4.87842 1.68307 -0.62198 -1.8 -0.1 2.5 -0.049
C 4.00965 2.90768 -0.19600 -0.1 -3.5 2.4 -0.044
C 3.12040 2.77906 1.07021 2.2 -3.1 -1.0 -0.040
C 3.13220 1.42855 1.84893 1.5 -0.2 -2.3 -0.041
C 1.44680 -2.90193 -0.11157 -3.3 4.5 -0.1 0.141
H -3.54976 -0.87894 -2.16065 -0.4 -0.6 -1.4 0.065
H -3.75376 -0.39064 -3.92500 -0.2 -1.7 1.0 0.073
H -4.84898 -1.72713 -3.16092 1.6 0.5 -0.2 0.091
H -2.70742 -3.17318 -2.71556 0.4 0.8 -1.2 0.112
H -3.05232 -2.90877 -4.54730 1.1 0.5 1.3 0.130
H 0.63232 -1.92640 -3.98405 -1.5 -1.0 0.4 0.147
H -0.40728 -3.30245 -4.63558 0.3 0.6 1.4 0.142
H -0.86731 -4.10032 -2.12428 1.3 1.3 -0.3 0.131
H 0.90271 -4.06635 -2.58615 -1.3 1.2 0.4 0.136
H -1.19427 -0.67872 -1.50248 1.2 -0.4 1.1 0.138
H -0.48183 0.50540 0.50731 0.7 -0.9 0.1 0.187
H 2.18414 -2.17433 3.22233 1.1 -0.1 -1.5 0.144
H 3.10830 -3.33908 2.12873 -0.2 1.6 -0.1 0.134
H 5.53451 -0.53029 -0.20837 -1.1 1.5 0.7 0.106
H 5.56382 1.78474 -1.53878 -1.2 -0.2 1.7 0.099
H 4.03714 3.89659 -0.75508 0.0 -1.6 0.7 0.096
H 2.47113 3.64041 1.45853 1.1 -1.5 -0.6 0.094
H 2.48173 1.28906 2.77828 1.1 0.4 -1.4 0.081
H 2.03662 -3.87355 -0.21455 -0.9 1.6 0.2 0.133
C -4.32344 1.43650 -6.25268 -0.3 0.0 -0.1 -0.162
O -4.83462 1.41902 -4.92828 -0.1 0.0 0.3 -0.140
H -3.23649 1.35439 -6.21379 -0.1 0.1 0.1 0.081
H -4.73062 0.59110 -6.81337 0.2 0.0 -0.1 0.066
H -4.59756 2.37529 -6.73851 0.2 -0.1 -0.2 0.067
H -5.79651 1.49313 -4.99480 0.2 0.0 0.0 0.072
C -0.41620 3.29974 4.08919 0.0 -0.2 0.1 -0.139
O 0.56718 3.15476 3.07190 0.1 -0.2 -0.3 -0.152
H -0.56484 4.36126 4.28567 0.1 -0.1 -0.1 0.087
H -1.35911 2.85849 3.75657 -0.1 0.1 0.2 0.076
H -0.07618 2.80754 5.00349 -0.2 0.1 0.1 0.082
H 0.67697 2.20829 2.91890 0.0 0.3 0.0 0.032
C 3.91859 -0.71097 6.05519 0.4 0.1 0.3 -0.159
O 4.05885 0.18676 7.14543 -0.1 0.0 0.1 -0.130
H 2.96886 -0.51403 5.55469 0.0 0.1 0.1 0.075
H 4.73731 -0.56110 5.34865 -0.1 -0.2 -0.1 0.048
H 3.92654 -1.74005 6.42487 -0.1 -0.1 -0.3 0.075
H 4.90546 -0.00925 7.56954 -0.2 0.1 0.1 0.078
C 4.31558 -2.50004 9.81329 -0.2 0.1 0.0 -0.142
O 4.32652 -1.09045 9.99011 -0.1 0.3 0.1 -0.137
H 5.18931 -2.92369 10.30854 -0.1 0.1 0.0 0.086
H 3.40963 -2.92045 10.25666 0.1 -0.2 -0.1 0.083
H 4.35362 -2.73818 8.74685 0.0 -0.2 0.0 0.064
H 3.54382 -0.74100 9.54223 0.3 0.1 0.0 0.069
C -3.65105 5.53672 -6.07087 0.2 0.0 0.0 -0.151
O -3.21423 4.49866 -6.93714 0.2 -0.2 -0.1 -0.139
H -4.70517 5.73609 -6.26481 0.1 -0.1 0.0 0.079
H -3.52769 5.22527 -5.03036 -0.1 0.2 0.1 0.075
H -3.07108 6.44358 -6.26003 -0.1 0.1 0.1 0.076
H -2.28119 4.34213 -6.74576 -0.2 0.0 -0.1 0.077
C -7.70776 -0.19019 -7.68085 0.1 0.0 -0.3 -0.133
O -7.26881 1.05850 -7.15880 0.1 0.5 0.1 -0.150
H -8.33553 -0.68231 -6.93822 0.1 0.1 0.0 0.087
H -8.28790 -0.02351 -8.59165 -0.1 -0.2 0.0 0.084
H -6.84379 -0.82164 -7.89852 -0.2 -0.2 0.0 0.063
H -6.71615 1.47135 -7.83554 -0.1 -0.1 0.2 0.079
C 2.11412 1.17610 12.03116 0.3 -0.2 -0.1 -0.169
O 2.76799 0.13051 12.73168 0.1 -0.2 0.0 -0.130
H 1.44076 1.69150 12.71643 0.1 -0.1 0.0 0.078
H 2.85434 1.88482 11.65074 -0.2 0.2 -0.1 0.077
H 1.53565 0.75964 11.20147 -0.1 0.2 -0.1 0.069
H 3.35778 -0.30930 12.10230 0.0 0.1 0.2 0.048
C -8.81058 4.42495 -5.58230 0.1 -0.3 -0.1 -0.159
O -7.83183 4.28125 -6.59996 0.2 0.0 -0.1 -0.135
H -8.94588 5.48612 -5.37189 0.1 -0.1 -0.1 0.079
H -9.75916 4.00005 -5.91995 -0.1 0.1 0.2 0.078
H -8.47624 3.91661 -4.67394 -0.2 0.1 0.1 0.073
H -7.73114 3.33518 -6.76693 -0.1 0.1 0.0 0.038
C 6.86798 1.58468 5.08869 -0.2 0.0 -0.2 -0.154
O 6.51334 2.63807 4.20526 -0.1 0.1 -0.1 -0.119
H 7.79678 1.84735 5.59542 -0.1 0.1 -0.1 0.085
H 6.07719 1.44576 5.83090 0.1 -0.1 0.1 0.061
H 7.01421 0.66225 4.51981 0.1 -0.1 0.2 0.073
H 5.69023 2.38103 3.77028 0.2 0.1 0.0 0.059
C -6.67349 -4.25124 -8.51756 0.2 -0.1 0.1 -0.152
O -6.52512 -3.36891 -7.41335 0.1 0.1 0.2 -0.141
H -7.62193 -4.03989 -9.01152 0.1 0.0 0.1 0.082
H -5.85530 -4.09725 -9.22552 -0.1 -0.1 -0.2 0.077
H -6.67238 -5.28588 -8.16584 -0.1 -0.1 -0.2 0.076
H -5.68054 -3.57627 -6.99479 -0.2 0.1 -0.1 0.071
C 7.00754 -4.01739 1.65975 -0.1 0.3 0.3 -0.165
O 7.39719 -2.72535 2.09415 -0.1 0.1 -0.1 -0.127
H 7.85925 -4.49877 1.17885 -0.1 0.1 0.0 0.082
H 6.69186 -4.61613 2.51830 0.0 -0.2 -0.1 0.078
H 6.18666 -3.93370 0.94049 0.0 -0.3 -0.1 0.062
H 6.62652 -2.32171 2.51527 0.3 0.0 0.0 0.026
```
Positions in Å, forces in eV/Å.


Entry 2:
ORCA calculation (ωB97M-V with the def2-TZVPD basis set) on a molecular structure, C27H63N9O13SV.

spin multiplicity: 5
⟨S²⟩: 6.0125
charge: +1
Kohn-Sham gap (spin up / spin down): 7.567 / 4.901 eV
molecular weight: 804.86 g mol⁻¹
LUMO (spin up / spin down): -0.1179 / -0.2144 Eh

The geometry in XYZ format:
```
114
Properties=species:S:1:pos:R:3:forces:R:3:lowdin_spin:R:1
V -0.30207 -2.24789 1.80342 0.1 -0.5 -2.4 2.863
S -0.09278 -0.42885 -0.13077 1.1 0.3 -1.1 0.006
O -0.96052 -0.48357 -1.25278 -1.8 -0.7 -1.5 0.002
O 0.82248 0.64752 -0.27123 1.8 2.3 0.1 0.004
O -0.83449 -0.33818 1.12019 -2.2 0.2 3.5 0.030
O 0.67111 -1.68348 0.10109 0.7 -1.7 0.4 0.008
C -1.84023 3.02140 -0.33952 -1.3 -0.6 0.7 0.001
O -1.45835 4.07595 -0.74077 1.6 2.1 -0.9 0.004
N -3.12554 2.84080 0.05695 -0.4 -1.4 -0.3 0.000
C -3.65968 1.51035 0.12397 0.5 -0.7 0.0 0.000
C -4.13694 3.85435 0.07794 -0.3 1.4 0.9 0.000
H -1.14959 2.17219 -0.22100 -0.5 -0.4 0.0 0.000
H -2.84796 0.78600 0.19127 0.1 0.0 0.2 0.000
H -4.18731 1.25570 -0.79519 -0.4 0.1 -0.1 0.000
H -4.32712 1.40336 0.97906 -0.1 0.0 0.0 0.000
H -5.01482 3.82282 -0.56736 0.6 -0.6 -1.2 0.000
H -4.67788 3.77906 1.02124 0.4 0.2 0.6 0.000
H -3.66825 4.83517 -0.00214 -0.1 -0.1 0.0 0.000
C 1.05827 3.06103 -2.36431 0.7 -0.1 0.5 0.067
O 0.99057 2.57970 -3.52916 0.3 0.6 0.3 0.629
N 1.90984 3.98655 -1.93060 -0.7 -2.6 -1.9 0.026
C 1.95974 4.27334 -0.51760 -0.2 1.7 -0.4 0.003
C 2.90699 4.63165 -2.78432 0.6 0.4 0.7 0.004
H 0.41994 2.63468 -1.57503 0.0 -0.2 -0.4 0.026
H 1.52673 5.27363 -0.51371 0.0 0.2 1.0 0.000
H 3.02099 4.35024 -0.28109 -0.2 -0.3 0.6 0.001
H 1.36078 3.60781 0.10403 0.3 -0.1 -0.2 0.001
H 3.77301 4.77255 -2.13758 0.0 0.2 0.0 0.000
H 3.31133 4.05771 -3.61811 -0.8 -0.3 -0.1 0.002
H 2.55433 5.62086 -3.07619 0.0 -0.1 -0.3 0.000
C 4.25024 -0.93220 0.23656 1.1 -0.4 -1.6 0.000
O 4.73380 -2.04562 0.44371 -0.4 0.6 0.1 0.000
N 4.71386 -0.08981 -0.76459 0.3 -0.8 0.1 0.000
C 4.02456 1.17076 -1.10055 1.4 -0.6 0.0 0.000
C 5.84965 -0.49225 -1.71019 -1.2 0.4 1.1 0.000
H 3.36774 -0.60194 0.80607 0.2 0.5 -0.3 0.000
H 3.76960 1.18054 -2.16027 -0.8 -0.4 0.0 0.000
H 4.78548 1.95090 -1.07873 -0.1 0.4 0.6 0.000
H 3.20043 1.33338 -0.40595 0.0 0.1 -0.3 0.000
H 5.42036 -0.60424 -2.70580 0.0 -0.1 0.0 0.000
H 6.62114 0.27629 -1.75752 -0.2 0.3 0.2 0.000
H 6.36059 -1.40247 -1.39626 -0.5 0.0 0.2 0.000
C -2.85490 -2.68750 -0.08908 -2.8 0.5 -1.4 0.005
O -1.90458 -2.99651 0.56339 3.2 -0.7 2.7 0.020
N -4.10879 -2.99559 0.24100 -0.5 -1.2 1.8 0.003
C -4.48067 -3.70531 1.53249 0.3 0.8 0.2 0.000
C -5.21116 -2.58976 -0.60982 0.4 0.7 -0.3 0.000
H -2.76875 -2.12963 -1.03436 0.1 0.0 0.1 0.001
H -3.70296 -3.67118 2.29544 0.5 -0.1 -0.6 0.000
H -4.84062 -4.73305 1.48486 0.4 -0.1 -0.9 0.000
H -5.28809 -3.21363 2.07512 -0.3 0.6 -0.6 0.000
H -6.11833 -2.95431 -0.12793 -0.1 0.1 -0.7 0.000
H -5.21074 -1.50471 -0.71363 -0.4 0.2 0.5 0.000
H -5.02300 -2.87158 -1.64581 -0.5 -0.8 0.1 0.000
C -1.93501 0.42672 -4.11361 1.4 0.9 -2.4 0.001
O -1.08990 1.04274 -4.78248 -1.2 -0.2 1.9 0.022
N -2.66176 -0.52538 -4.70689 -2.1 -2.5 1.9 0.000
C -3.62214 -1.32183 -3.87614 0.4 -0.3 -0.7 0.000
C -2.50898 -1.04306 -6.06324 -0.7 0.6 0.8 0.000
H -2.24498 0.54592 -3.06389 0.5 0.5 0.0 0.001
H -3.33739 -2.37108 -3.79794 0.5 -0.2 -0.4 0.000
H -4.60511 -1.37439 -4.34422 -0.1 0.4 0.0 0.000
H -3.72956 -1.07153 -2.82071 0.2 1.0 -0.2 0.000
H -1.71590 -0.44948 -6.51799 -0.2 -0.4 -0.4 0.000
H -2.40109 -2.12769 -6.06938 0.9 0.0 0.2 0.000
H -3.50427 -0.94565 -6.49684 0.2 0.5 -0.7 0.000
C 2.11843 -4.27369 1.67647 0.6 0.7 2.2 0.008
O 0.93155 -4.01251 1.49778 -1.2 0.1 -0.1 0.031
N 2.63145 -4.49084 2.91156 -0.9 -0.7 -1.8 0.004
C 4.01022 -4.67822 2.99456 2.5 -0.9 0.9 0.001
C 1.88499 -4.63446 4.13409 -1.4 1.6 -0.2 0.003
H 2.91048 -4.18244 0.91715 -0.5 -0.2 -0.2 0.000
H 4.41956 -4.03633 3.77463 0.2 0.3 -0.3 0.000
H 4.54970 -4.57026 2.05360 -0.3 0.5 0.1 0.000
H 4.24968 -5.68661 3.33207 -0.1 -0.3 0.1 0.000
H 1.93627 -5.54869 4.72542 0.5 -0.2 -0.6 0.000
H 2.12357 -3.77551 4.76129 0.3 -0.1 0.4 0.000
H 0.84674 -4.45288 3.85628 -0.2 -0.4 0.1 0.003
C 1.54873 -0.77519 -3.18585 0.9 -0.4 -0.3 0.014
O 1.36877 0.10570 -4.03177 0.3 -0.3 0.9 0.172
N 2.45218 -1.78502 -3.31412 0.4 -0.3 -0.6 0.011
C 2.39306 -2.98894 -2.49688 -0.8 0.4 0.2 0.001
C 3.32195 -1.95396 -4.51931 -1.9 0.2 0.7 0.001
H 1.05062 -0.82347 -2.20516 -0.1 0.2 -0.6 0.005
H 3.41988 -3.29685 -2.29956 -0.2 -0.3 0.2 0.001
H 1.78799 -3.74569 -2.99619 0.5 -0.4 -0.5 0.000
H 1.78669 -2.84369 -1.60283 0.6 0.5 0.4 0.000
H 2.87699 -1.25318 -5.22572 1.0 0.2 -0.2 0.001
H 4.37165 -1.87115 -4.23761 -0.1 0.4 -0.3 0.000
H 3.15568 -2.95304 -4.92218 0.0 -0.1 0.0 0.000
C 2.45086 1.83443 2.40966 2.5 0.1 1.1 0.000
O 3.68954 1.99565 2.56946 -2.5 -0.4 -0.6 0.000
N 1.52734 2.65789 2.94304 -0.9 -0.2 0.2 0.000
C 0.07290 2.68292 2.66106 1.7 -0.9 -1.0 0.000
C 1.90543 3.70759 3.85019 0.8 -0.9 0.6 0.000
H 2.07220 0.91410 1.93869 -0.3 0.4 -0.3 0.000
H -0.10033 1.85755 1.97051 -0.4 -0.1 0.2 0.000
H -0.09616 3.60054 2.09759 -0.6 0.2 0.3 0.000
H -0.49815 2.58530 3.58434 -0.1 0.2 -0.2 0.000
H 1.39653 3.53061 4.79772 -1.0 0.7 -0.2 0.000
H 2.90039 3.49721 4.24249 0.5 0.6 -1.0 0.000
H 1.73440 4.65376 3.33678 0.3 0.3 0.8 0.000
C -3.91039 2.17703 4.11963 -0.5 2.0 1.6 0.000
O -3.83025 3.33148 4.56607 0.0 -1.8 -0.9 0.000
N -3.05596 1.17675 4.42349 -0.8 1.2 -2.0 0.001
C -3.10357 -0.08341 3.66628 0.1 1.3 1.2 0.004
C -2.07095 1.37321 5.42127 1.4 -1.5 0.5 0.000
H -4.83082 1.84815 3.61282 0.3 0.0 -0.6 0.000
H -2.15164 -0.23085 3.15621 0.2 -0.4 0.3 0.005
H -3.81506 0.00875 2.84569 -0.4 -0.2 0.4 0.000
H -3.35741 -0.75581 4.48577 0.0 -1.2 -0.9 0.000
H -1.85364 2.38613 5.76020 -0.7 -0.1 -0.2 0.000
H -2.32068 0.68033 6.22480 0.0 0.4 0.7 0.000
H -1.13284 0.94933 5.06299 0.4 0.2 -0.2 0.000
```
Positions in Å, forces in eV/Å.


> Which of these has the lowest spin multiplicity?

C27H63N2O13


> Look up the spin multiplicity of the first one.

1


> Which of these has the lowest molecular weight?

C27H63N2O13